The following is a DFT calculation (the ωB97M-V functional and the def2-TZVPD basis) of a structure of composition C48H36N4ORuS in a non-equilibrium geometry.

The geometry in XYZ format:
```
91
Properties=species:S:1:pos:R:3
Ru 0.392 -0.043 0.322
S -2.809 0.022 -1.245
O -1.430 0.582 -1.071
N -0.078 1.582 1.370
N -0.792 -1.137 1.421
N 1.637 1.031 -0.709
N 0.959 -1.700 -0.643
C 5.388 -1.173 -0.988
C 2.095 -3.089 -2.041
C -3.634 -6.165 -1.302
C -1.143 2.950 2.842
C -4.084 -4.904 -0.940
C -1.231 -0.817 2.685
C -1.746 0.604 7.480
C 0.575 3.219 -0.305
C -2.657 0.547 5.259
C -0.672 4.249 -2.113
C 6.131 -1.466 -3.635
C 1.576 2.381 -0.896
C -0.831 3.697 1.748
C 0.550 5.741 -0.687
C 0.900 -3.677 -1.755
C -0.922 -3.131 -0.052
C -2.840 0.573 6.631
C 7.089 -1.534 -2.638
C 4.799 -1.261 -3.316
C -1.250 -2.390 1.136
C 2.757 0.575 -1.352
C 4.421 -1.108 -1.989
C 3.044 -0.798 -1.556
C 0.182 4.447 -1.026
C -1.389 -5.514 -0.744
C 0.070 6.815 -1.420
C -1.983 -2.882 2.230
C -0.720 1.606 2.566
C -4.362 1.436 -2.955
C -1.092 0.463 3.283
C -3.821 1.539 -1.541
C -2.857 -0.449 -3.024
C 2.675 2.798 -1.664
C -3.191 -3.947 -0.501
C -0.796 6.610 -2.481
C -2.287 -6.468 -1.185
C -0.278 0.630 5.585
C -3.259 0.799 -3.790
C -0.103 2.845 0.848
C 6.713 -1.394 -1.312
C -1.375 0.574 4.727
C -0.466 0.630 6.954
C 0.222 -2.840 -0.805
C -1.820 -4.225 -0.424
C 3.440 1.668 -1.926
C 2.106 -1.821 -1.377
C -1.170 5.322 -2.824
C -1.949 -1.906 3.216
H -5.241 0.790 -2.965
H -3.836 0.560 7.042
H 0.530 -4.598 -2.158
H -5.136 -4.664 -1.003
H -2.409 1.477 -3.881
H -1.873 -0.837 -3.280
H -2.439 -3.849 2.287
H 2.864 -3.461 -2.692
H 4.347 1.610 -2.496
H -3.507 0.513 4.595
H -4.333 -6.913 -1.644
H -3.596 -1.239 -3.129
H -1.846 5.152 -3.651
H -2.408 -1.941 4.184
H 5.090 -1.044 0.043
H -1.037 4.735 1.574
H 0.720 0.636 5.173
H -3.543 -2.960 -0.235
H -4.601 1.601 -0.787
H -4.647 2.415 -3.338
H 8.129 -1.673 -2.893
H 6.424 -1.555 -4.671
H 0.373 7.819 -1.163
H -0.356 -5.782 -0.593
H -1.932 -7.456 -1.437
H 0.388 0.646 7.613
H -0.944 3.237 -2.376
H -3.127 2.369 -1.413
H -1.674 3.253 3.724
H 7.455 -1.439 -0.529
H 4.053 -1.191 -4.094
H 2.883 3.805 -1.960
H -1.177 7.449 -3.040
H -1.891 0.597 8.550
H 1.226 5.911 0.137
H -3.605 0.552 -4.793
```

Summary:
strongest force on any atom: 2.53 eV/Å
LUMO energy (alpha / beta): -0.12833 / -0.20883 Ha
net charge: +1
multiplicity: 6
E_HOMO (alpha / beta): -0.293 / -0.349 Ha

Calculated atomic charges, method Löwdin, unit e:
1. Ru 1.5576
2. S 0.9786
3. O -0.6158
4. N -0.0664
5. N -0.0749
6. N -0.0718
7. N -0.0637
8. C -0.0200
9. C 0.0520
10. C -0.0760
11. C 0.0529
12. C -0.0722
13. C -0.1961
14. C -0.0749
15. C -0.0818
16. C -0.0432
17. C -0.0277
18. C -0.0713
19. C -0.2080
20. C 0.0464
21. C -0.0307
22. C 0.0337
23. C -0.0726
24. C -0.0693
25. C -0.0759
26. C -0.0376
27. C -0.2315
28. C -0.2015
29. C -0.2258
30. C -0.0678
31. C -0.2096
32. C -0.0399
33. C -0.0688
34. C 0.0272
35. C -0.2175
36. C -0.2296
37. C -0.0692
38. C -0.2813
39. C -0.2922
40. C 0.0384
41. C -0.0440
42. C -0.0771
43. C -0.0678
44. C -0.0165
45. C -0.2291
46. C -0.2043
47. C -0.0666
48. C -0.2218
49. C -0.0679
50. C -0.1896
51. C -0.1966
52. C 0.0369
53. C -0.2106
54. C -0.0719
55. C 0.0325
56. H 0.1182
57. H 0.1066
58. H 0.1060
59. H 0.1065
60. H 0.1126
61. H 0.0973
62. H 0.1224
63. H 0.1232
64. H 0.1199
65. H 0.1209
66. H 0.1061
67. H 0.0934
68. H 0.1045
69. H 0.1147
70. H 0.1218
71. H 0.1182
72. H 0.1205
73. H 0.1004
74. H 0.0899
75. H 0.1213
76. H 0.1069
77. H 0.1072
78. H 0.1079
79. H 0.1132
80. H 0.1088
81. H 0.1077
82. H 0.1015
83. H 0.0860
84. H 0.1243
85. H 0.1076
86. H 0.1208
87. H 0.1201
88. H 0.1058
89. H 0.1071
90. H 0.1207
91. H 0.1220

---

The following is a DFT calculation (the ωB97M-V functional and the def2-TZVPD basis) of a structure of composition C48H43N6O11PS4Zr in a non-equilibrium geometry.

The geometry in XYZ format:
```
114
Properties=species:S:1:pos:R:3
Zr -0.272 -0.863 -0.867
S -0.035 -3.282 -2.996
S 1.090 -4.434 -1.790
S -2.151 0.196 -2.653
S -2.143 0.563 1.995
P -0.160 2.612 -1.824
O -0.726 -0.014 -3.031
O -2.100 1.987 2.185
O 0.814 -2.376 -3.741
O 5.262 -4.450 2.299
O -2.037 0.289 -1.133
O -3.288 -0.015 1.349
O -0.976 -4.076 -3.728
O -3.139 -0.709 -3.123
O -0.911 -2.374 -1.975
O 6.076 -2.799 -3.490
O -6.241 -4.026 0.258
N -0.806 0.053 1.218
N 1.855 -0.804 -1.685
N 1.203 0.701 0.443
N -5.734 -1.835 0.556
N 1.175 -1.990 0.608
N -1.669 -2.803 0.385
C 2.231 -0.042 -2.721
C 1.857 3.398 -5.272
C -2.039 4.145 -3.295
C -2.065 -1.997 7.484
C 0.948 -2.303 1.890
C -2.130 -1.565 3.714
C -2.081 -0.178 3.598
C 2.316 -2.405 0.044
C 1.022 2.883 -4.295
C -2.547 1.821 -3.178
C -2.110 -2.141 4.970
C -3.581 -4.659 1.195
C 3.437 -0.194 -3.352
C 2.454 1.149 0.569
C 0.560 5.016 1.403
C -0.397 3.825 -0.474
C 0.708 4.197 0.296
C 3.025 -3.452 2.081
C 2.924 1.724 1.724
C 1.760 4.566 -2.755
C -1.314 -3.973 0.918
C 2.659 4.499 -4.991
C 0.368 0.761 1.481
C 4.264 -1.246 -2.966
C 3.273 -3.105 0.770
C -0.703 5.464 1.772
C -3.961 -3.466 0.599
C 0.961 3.461 -3.021
C -1.661 4.245 -0.068
C 4.001 -4.258 2.899
C 5.577 -1.490 -3.665
C -3.982 3.268 -4.421
C 3.862 -2.043 -1.915
C 2.670 -1.778 -1.261
C 1.832 -3.020 2.657
C 2.034 1.856 2.792
C -1.810 5.066 1.040
C -3.682 1.998 -3.956
C -3.157 4.335 -4.094
C -1.708 2.883 -2.818
C -2.067 -1.353 6.123
C -5.420 -3.148 0.439
C -2.041 0.027 5.983
C -2.047 0.622 4.726
C 0.748 1.380 2.681
C 2.604 5.080 -3.735
C -2.974 -2.599 0.170
C -2.231 -4.931 1.322
H 1.597 -3.228 3.693
H 0.056 1.457 3.503
H 1.519 0.695 -3.054
H 3.317 4.901 -5.751
H -2.046 1.698 4.614
H -2.219 -2.180 2.827
H 5.163 -5.026 1.533
H -3.383 5.324 -4.470
H 4.469 -2.888 -1.627
H 1.697 3.835 0.038
H 3.212 5.948 -3.512
H 4.213 -3.364 0.312
H -4.344 -5.352 1.526
H 3.702 0.470 -4.165
H 3.945 2.073 1.787
H -2.229 -1.260 8.269
H -2.142 -3.221 5.061
H 4.184 -3.740 3.841
H 3.533 -5.219 3.142
H -2.544 3.919 -0.603
H 1.874 2.946 -6.255
H -0.821 6.111 2.632
H 1.429 5.297 1.985
H -6.700 -1.575 0.455
H -4.856 3.424 -5.039
H -2.023 0.652 6.868
H 5.476 -1.238 -4.725
H 3.085 1.050 -0.309
H -1.880 -5.869 1.730
H -0.254 -4.166 1.001
H 0.022 -1.936 2.306
H -5.043 -1.130 0.761
H -1.407 4.989 -3.044
H 1.718 5.055 -1.792
H 0.401 2.023 -4.528
H -1.112 -2.492 7.678
H -2.801 5.382 1.339
H 5.428 -3.425 -3.836
H -2.847 -2.754 7.556
H 6.328 -0.821 -3.240
H -4.300 1.142 -4.190
H 2.352 2.328 3.713
H -3.243 -1.707 -0.376
```

Summary:
strongest force on any atom: 1.34 eV/Å
LUMO energy: -0.03063 Ha
energy relative to the best compared isomer or geometry (same formula, charge and spin): 92.6 kJ/mol
E_HOMO: -0.265 Ha

Löwdin atomic charge list, values in e, 99 entries:
1. Zr 1.8520
2. S 0.1367
3. S 0.3191
4. S 0.5423
5. S 0.6116
6. P 1.1423
7. O -0.4342
8. O -0.2748
9. O -0.3913
10. O -0.0444
11. O -0.4888
12. O -0.2998
13. O -0.3596
14. O -0.2207
15. O -0.6193
16. O -0.0488
17. O 0.0609
18. N -0.2141
19. N -0.0350
20. N -0.0016
21. N 0.1956
22. N -0.0014
23. N 0.0204
24. C -0.1122
25. C -0.0759
26. C -0.0781
27. C -0.0474
28. C -0.1286
29. C -0.0527
30. C -0.2778
31. C -0.2687
32. C -0.1151
33. C -0.2630
34. C -0.0255
35. C 0.0159
36. C 0.0230
37. C -0.1347
38. C -0.0805
39. C -0.3516
40. C -0.1318
41. C -0.1553
42. C -0.0652
43. C -0.0818
44. C -0.1441
45. C -0.0885
46. C -0.4106
47. C -0.1496
48. C 0.0464
49. C -0.0800
50. C -0.1004
51. C -0.3539
52. C -0.0882
53. C -0.2044
54. C -0.2011
55. C -0.0556
56. C 0.0482
57. C -0.2490
58. C 0.0095
59. C -0.0487
60. C -0.0767
61. C -0.0354
62. C -0.0524
63. C -0.3234
64. C -0.2652
65. C -0.4971
66. C -0.0281
67. C -0.0588
68. C 0.0057
69. C -0.0804
70. C -0.0870
71. C -0.0238
72. H 0.1261
73. H 0.0924
74. H 0.0639
75. H 0.1018
76. H 0.1143
77. H 0.0938
78. H 0.0940
79. H 0.1098
80. H 0.1218
81. H 0.0925
82. H 0.1034
83. H 0.1146
84. H 0.1267
85. H 0.1258
86. H 0.1051
87. H 0.0751
88. H 0.1188
89. H 0.1336
90. H 0.1358
91. H 0.1091
92. H 0.1071
93. H 0.1022
94. H 0.1043
95. H 0.1148
96. H 0.1103
97. H 0.1140
98. H 0.1292
99. H 0.1137

---

Which formula does entry 2 have?
C48H43N6O11PS4Zr